198
Properties=species:S:1:pos:R:3:mulliken_charge:R:1 method="wB97M-V/def2-TZVPD" total_charge=0 e_tot_ha=-13998.744401 lumo_energy_ev=-0.14
O -6.096 1.168 -8.048 -0.5560
H 1.554 -8.255 -3.323 0.3540
C -1.178 5.101 5.167 -0.4929
C 5.856 -5.296 5.598 -0.2997
O 6.561 -3.045 5.869 -0.4033
H 2.235 5.735 -0.515 0.3734
C 0.348 -1.336 5.078 0.2605
S 6.324 -1.891 -2.448 0.9766
H -4.008 2.195 4.619 -0.0618
O 0.235 4.308 2.563 -0.5717
C -1.178 -4.392 1.199 0.8702
O -1.555 4.214 4.198 -0.1022
O -4.439 0.833 -0.986 -0.2433
O -2.201 4.150 1.778 -0.2427
O 7.412 -2.646 3.658 -0.6514
H 4.245 -1.597 6.209 0.0057
H -1.598 -3.800 -6.040 0.2426
C -4.429 2.943 3.948 0.1175
C 1.716 -7.302 -3.826 -0.3172
H -1.723 4.917 6.093 0.3782
H 3.530 4.095 0.647 0.5848
H -6.768 3.951 -5.087 0.2757
O -0.054 1.909 4.561 -0.5641
C -3.972 -2.577 -0.428 -0.0780
O -1.324 0.974 -5.993 -0.3782
H 0.308 0.050 6.900 0.2214
H -0.249 7.417 -5.448 0.3538
O 0.689 -5.679 -5.077 -0.4273
O 6.423 -0.354 0.951 -0.1372
S 0.993 -4.746 -3.655 1.1591
H -6.411 2.043 4.540 0.3534
H -2.101 0.083 -0.096 -0.4107
O -5.793 -0.550 -2.589 -0.5851
H 8.121 -0.599 -0.318 0.1749
S 6.098 0.994 1.916 0.3675
C 4.253 -4.535 1.266 0.1168
O -2.376 -5.013 1.500 -0.3468
S -4.708 -0.453 -1.629 1.0400
O 2.801 2.506 -3.207 -0.3711
H 7.715 -1.695 1.019 0.2987
H 3.602 -2.350 -1.230 -0.2731
H -2.847 6.892 -5.228 0.3682
O 1.626 -6.135 -2.965 -0.2928
H -2.823 -1.320 -6.374 -0.1565
S -1.792 5.154 -3.382 0.5673
O 3.364 1.362 9.328 -0.5415
S -6.084 0.929 -6.571 0.9077
O 1.958 -3.726 -4.009 -0.4641
C -2.173 6.170 -5.688 -0.4758
S -0.957 0.781 4.341 0.7161
O -4.302 4.201 4.483 -0.0593
H 6.192 -0.123 6.133 0.2591
C -5.199 2.269 -4.564 0.6879
C -3.309 -2.598 -1.838 0.1136
O -1.445 -4.651 3.620 -0.4060
O -6.240 -0.362 -5.985 -0.3459
O -0.028 -0.519 3.953 0.0928
C -0.787 -3.790 2.626 0.7160
H -1.362 -3.466 0.654 -0.7508
H -0.988 7.265 4.954 0.3913
O -6.884 5.105 -2.757 -0.4486
H 9.510 0.595 1.282 0.3029
O -7.347 5.683 -0.310 -0.4031
O 5.761 -0.547 -1.609 -0.1889
O 4.029 3.721 -1.297 -0.3824
O 1.956 4.650 -2.163 -0.1849
H -0.094 5.040 5.271 0.3275
O -2.735 5.978 -2.598 -0.5487
O 1.171 -2.496 0.785 0.0504
S 3.823 0.147 8.652 1.0496
O -4.553 -2.465 -7.021 -0.2949
C 4.351 -0.394 -1.622 0.8608
O -1.397 0.132 5.784 -0.4302
H 0.138 -2.395 4.934 0.2431
O 6.263 -4.760 4.335 -0.3626
O -5.532 -3.410 -4.891 -0.4386
C 7.784 -0.650 0.717 -0.2183
H -4.397 2.864 -4.127 0.0611
O 0.256 1.413 -4.248 0.4683
C -2.566 -3.321 -5.894 0.4989
O -6.091 6.121 4.884 -0.5718
H 3.964 -3.508 1.044 -0.0499
O -4.859 -1.495 -0.370 -0.4109
H 5.147 1.278 6.074 0.3139
O 6.845 -2.841 -1.455 -0.5313
S -5.107 -3.802 -6.198 1.0560
H 4.778 -5.456 5.577 0.2114
C -3.101 -2.277 -6.815 0.3804
H -2.604 6.838 4.538 0.2427
H 4.105 0.450 -2.267 -0.1714
H 0.998 4.376 -0.272 0.1892
H 4.101 -6.104 -0.180 0.2940
C 3.039 3.788 -0.276 -0.0758
O 0.655 -0.916 -1.180 0.0352
H 1.206 2.974 -5.186 0.1635
H -5.139 1.378 -3.939 -0.3949
C -6.638 4.808 0.552 -0.2022
H -0.364 -7.476 -4.809 0.3044
H 1.421 1.268 -5.790 0.2409
H -0.779 -1.296 6.975 0.3928
O -6.230 4.130 6.244 -0.6178
H 4.117 -0.306 -0.561 -0.1845
C -0.653 6.409 -5.363 -0.3493
H -4.428 -3.473 -0.007 0.5187
S -5.828 4.694 4.983 1.1095
C 3.489 -5.319 0.266 -0.1946
C 3.962 -0.546 6.267 -0.2480
H 5.244 -3.888 7.213 0.2199
H -2.331 6.122 -6.766 0.3368
S -6.449 5.989 -1.705 0.9336
O 5.636 0.418 3.181 -0.2029
O -6.627 3.815 3.840 -0.3806
C -0.523 2.118 -6.291 -0.3911
H -1.134 2.992 -6.063 0.0417
O 2.363 -5.788 0.971 -0.0262
O -2.222 0.867 -3.559 0.3111
H -0.880 -2.705 2.682 0.0038
O -3.582 -6.270 3.376 -0.5594
H -3.246 -2.325 0.345 -0.0401
H -0.406 2.002 -7.368 0.3808
C 3.853 -1.745 -2.101 0.1689
H 5.312 -4.676 1.049 0.3187
H -5.469 3.549 -0.887 0.0899
S -2.243 -5.949 2.853 0.9097
C 0.730 2.020 -5.411 -0.2085
H 6.933 -4.397 7.367 0.3008
H -0.608 -5.113 0.613 0.2670
S 6.202 -3.077 4.339 1.0756
H -2.435 -3.013 -4.857 -0.6173
O -0.570 6.112 -3.924 -0.3514
H 3.023 -1.685 -2.805 0.1654
O 3.034 -0.125 7.232 -0.1536
O 4.863 -2.289 -2.844 -0.3018
H -2.220 -2.657 -1.845 -0.0301
C -1.047 0.348 -0.016 0.6475
H 8.861 -0.202 2.614 0.1733
O -5.883 -4.646 -7.067 -0.5804
C -5.408 4.354 -0.155 0.2135
O 7.719 1.335 1.858 -0.4189
S -1.213 4.704 2.683 0.9659
H -3.736 2.837 3.114 0.1698
O -0.292 -4.407 -3.001 -0.3297
H 3.170 -4.776 -0.624 -0.0577
O 5.278 0.396 7.947 -0.4111
H 6.460 -6.171 5.838 0.3417
O 3.712 -7.287 2.537 -0.6163
S 2.892 -6.113 2.510 0.9136
H -6.302 5.424 1.386 0.2524
O -3.345 -1.235 -2.161 -0.3653
C -0.282 0.144 -1.291 2.1067
C -1.581 6.461 4.517 -0.4048
O 1.790 -5.977 3.473 -0.5405
H -0.965 -0.208 -2.064 -2.1265
H -7.278 4.069 1.033 0.3173
O -2.410 4.963 -4.917 -0.2256
C -5.932 2.592 3.729 -0.4566
O -1.264 3.876 -2.875 0.1527
H 1.425 -1.224 4.949 -0.1182
H -7.465 2.742 -4.095 0.2434
H -2.608 -2.305 -7.787 0.3296
O -1.401 6.400 3.115 -0.3903
S -1.084 0.468 -4.467 0.1749
H 0.375 0.930 -1.663 0.2353
H 0.037 5.784 -5.930 0.2243
H 2.590 2.806 -0.125 -0.1816
O -1.243 -7.008 2.605 -0.5027
H -3.804 -3.161 -2.629 0.1656
O -0.626 -0.955 -4.560 -0.6072
C 5.246 0.278 6.497 -0.0724
S 1.076 -1.074 0.437 -0.2008
H 3.668 -0.280 5.252 0.3076
O -6.424 7.433 -1.979 -0.5666
H 0.971 -7.613 -5.818 0.2968
O -3.528 -4.381 -6.130 -0.4294
C 8.554 0.240 1.666 -0.2311
C 1.929 4.711 -0.729 -0.2507
C -0.326 -0.586 6.283 -0.4799
O 5.232 1.884 1.087 -0.2423
O 7.012 -1.489 -3.707 -0.6017
O 2.203 -0.203 0.953 -0.1476
H -1.007 1.274 0.558 -0.0093
C -6.669 2.898 -4.823 -0.2096
H 0.245 -4.088 2.810 -0.0713
H -4.528 4.235 0.477 -0.1521
C 0.651 -7.094 -4.914 -0.4974
O -2.070 1.013 3.476 -0.3022
O 3.903 -1.123 9.327 -0.5679
O 3.983 -4.921 2.539 -0.0357
O -7.169 2.097 -5.904 -0.4823
S 3.277 3.815 -2.786 0.9451
O 4.116 4.571 -3.696 -0.6132
H 2.700 -7.418 -4.280 0.3186
O -5.119 5.403 -0.989 -0.0874
O 4.874 -2.552 3.951 -0.1221
O -0.413 -0.516 0.921 -0.5728
C 6.142 -4.156 6.657 -0.2760
O -4.898 1.883 -5.841 -0.2613
H -6.229 2.099 2.803 0.3105